[1]
{
  "formula": "CH4ClNO",
  "method": "the ωB97M-V functional and the def2-TZVPD basis",
  "symbols": ["C", "N", "O", "Cl", "H", "H", "H", "H"],
  "xyz": [[-1.0547, 0.2628, -0.1734], [-0.3061, -0.6237, -0.8887], [-0.9767, 1.6317, -0.1876], [-2.6501, -0.3033, 0.2449], [-0.4897, 0.2964, 2.1008], [-0.6791, -1.5196, -1.1166], [0.6555, -0.6344, -0.5685], [-0.3228, 1.8688, -0.8807]],
  "e_homo_ev": [-9.02, -6.96],
  "total_charge": 0,
  "multiplicity": 1
}

=====

[2]
{
  "formula": "CH4ClNO",
  "method": "the ωB97M-V functional and the def2-TZVPD basis",
  "symbols": ["N", "C", "O", "H", "H", "H", "Cl", "H"],
  "xyz": [[-0.0794, 0.1074, 1.2998], [0.6005, 0.2837, 0.1006], [0.0234, 0.1271, -0.9648], [-0.9882, 0.0244, 1.0090], [0.1955, 0.4676, 2.2588], [1.6089, 0.6150, 0.3269], [-0.2309, -1.7431, -4.3711], [-0.4834, -1.6069, -3.1300]],
  "e_homo_ev": -10.55,
  "total_charge": 0,
  "multiplicity": 1,
  "smiles": "NC=O.Cl"
}

=====

[3]
{
  "formula": "CH4ClNO2P",
  "method": "the ωB97M-V functional and the def2-TZVPD basis",
  "symbols": ["C", "N", "P", "O", "O", "Cl", "H", "H", "H", "H"],
  "xyz": [[0.2108, 0.0051, -0.2102], [-0.8033, -0.5541, 0.5535], [-2.3615, -0.7280, -0.0290], [-3.2899, -1.1566, 1.0202], [-2.3298, -1.1157, -1.4190], [-2.9119, 1.5002, -0.0843], [1.2340, -0.2743, -0.0941], [-0.0180, -0.3363, -1.2290], [0.2692, 1.1089, -0.3140], [-0.7215, -0.4172, 1.4907]],
  "e_homo_ev": -5.41,
  "total_charge": -1,
  "multiplicity": 1,
  "smiles": "CN[P@](=O)([O-])Cl"
}

=====

[4]
{
  "formula": "CH4ClNO2P",
  "method": "the ωB97M-V functional and the def2-TZVPD basis",
  "symbols": ["C", "N", "O", "O", "P", "Cl", "H", "H", "H", "H"],
  "xyz": [[0.7413, 0.5467, -1.5664], [-0.8337, 0.3905, 1.5439], [-1.2303, 2.8423, 0.6759], [1.0437, 2.2245, 1.7237], [-0.1711, 1.8622, 0.9756], [0.6406, 1.4860, -3.0483], [1.7914, 0.3373, -1.3749], [0.1728, -0.3741, -1.7067], [-0.1201, -0.3208, 1.6221], [-1.5983, 0.0878, 0.9568]],
  "e_homo_ev": [-3.21, -3.21],
  "total_charge": -1,
  "multiplicity": 1
}

=====

[5]
{
  "formula": "CH4ClNS",
  "method": "the ωB97M-V functional and the def2-TZVPD basis",
  "symbols": ["C", "N", "S", "Cl", "H", "H", "H", "H"],
  "xyz": [[0.8235, -0.4752, -0.1064], [-0.0820, 0.6579, -0.4124], [-0.8976, 1.3305, 0.7182], [-2.7908, -0.0954, 1.1480], [0.6535, -0.7898, 0.8761], [0.7238, -1.4142, -0.7560], [1.9181, -0.1617, -0.0601], [-0.3484, 0.9478, -1.4075]],
  "e_homo_ev": -9.35,
  "total_charge": 0,
  "multiplicity": 1,
  "smiles": "CNSCl"
}

=====

[6]
{
  "formula": "CH4ClOP",
  "method": "the ωB97M-V functional and the def2-TZVPD basis",
  "symbols": ["C", "O", "P", "Cl", "H", "H", "H", "H"],
  "xyz": [[-0.2384, -0.4466, 0.7502], [-0.0795, 1.5125, -1.4815], [-1.1262, 1.0482, 0.4215], [0.0512, 2.2096, 1.5206], [-0.0780, -0.9790, -0.1796], [-0.8704, -1.1627, 1.4487], [0.7037, -0.2629, 1.2834], [-0.5985, 2.2682, -1.9986]],
  "e_homo_ev": -9.81,
  "total_charge": 0,
  "multiplicity": 1
}

=====

[7]
{
  "formula": "CH4F2O",
  "method": "the ωB97M-V functional and the def2-TZVPD basis",
  "symbols": ["F", "C", "F", "H", "H", "O", "H", "H"],
  "xyz": [[1.2206, 1.1294, 0.8582], [0.4037, 0.0613, 1.1548], [0.9802, -1.1261, 1.2629], [-0.0867, 0.2552, 2.1281], [-0.3753, 0.1101, 0.3698], [-0.3898, 0.0235, -2.0916], [-1.3344, 0.2185, -2.2863], [-0.4183, -0.6719, -1.3960]],
  "e_homo_ev": -11.68,
  "total_charge": 0,
  "multiplicity": 1,
  "smiles": "FCF.O"
}

=====

[8]
{
  "formula": "CH4F2OSi",
  "method": "the ωB97M-V functional and the def2-TZVPD basis",
  "symbols": ["C", "O", "F", "F", "Si", "H", "H", "H", "H"],
  "xyz": [[-0.6298, -0.0083, -0.2474], [0.3358, -0.0816, -1.2069], [2.8924, -1.8882, -1.5533], [1.5880, -2.3957, 0.4646], [2.2483, -1.1658, -0.3020], [-0.8295, -0.9087, 0.2059], [-1.4993, 0.2556, -0.6881], [-0.5785, 0.6669, 0.5882], [2.7951, 0.0718, 0.1741]],
  "e_homo_ev": [-4.98, -11.15],
  "total_charge": 0,
  "multiplicity": 3,
  "s2": 2.0052
}

=====

[9]
{
  "formula": "CH4F2Si",
  "method": "the ωB97M-V functional and the def2-TZVPD basis",
  "symbols": ["C", "Si", "F", "F", "H", "H", "H", "H"],
  "xyz": [[-0.9247, -0.3775, -0.5008], [0.7916, 0.2710, 0.2895], [1.0361, -0.6158, 1.6351], [0.6451, 1.7823, 1.0009], [-1.6339, 0.4436, -0.4053], [-0.8809, -0.6845, -1.4994], [-1.1205, -1.3404, -0.0562], [2.0871, 0.5213, -0.4638]],
  "e_homo_ev": -11.57,
  "total_charge": 0,
  "multiplicity": 1,
  "smiles": "C[SiH](F)F"
}

=====

[10]
{
  "formula": "CH4FIP2",
  "method": "the ωB97M-V functional and the def2-TZVPD basis",
  "symbols": ["C", "P", "P", "F", "I", "H", "H", "H", "H"],
  "xyz": [[-1.5859, -0.0356, -0.1412], [0.1598, -0.8372, -0.3487], [1.2868, 0.7596, 0.4768], [1.7432, 1.7692, -0.8313], [3.6296, -0.6682, 0.3748], [-1.6536, 0.8778, -0.9059], [-1.6928, 0.3567, 0.8850], [-2.4291, -0.8120, -0.4113], [0.5420, -1.4102, 0.9020]],
  "e_homo_ev": -9.32,
  "total_charge": 0,
  "multiplicity": 1,
  "smiles": "C[PH]#P(F)I"
}

=====

[11]
{
  "formula": "CH4FN2O",
  "method": "the ωB97M-V functional and the def2-TZVPD basis",
  "symbols": ["C", "N", "N", "O", "F", "H", "H", "H", "H"],
  "xyz": [[0.8601, -0.5295, -0.0083], [-1.4722, -0.1285, -0.0854], [1.7141, 0.1120, -0.7806], [-1.8790, -1.3657, -0.0224], [1.1813, -1.4240, 0.9192], [-1.6738, 0.2802, -0.9860], [1.5210, 0.8739, -1.4104], [2.7538, 0.0986, -0.4925], [-1.5301, -1.6970, 0.8310]],
  "e_homo_ev": [-14.86, -15.17],
  "total_charge": 1,
  "multiplicity": 1
}

=====

[12]
{
  "formula": "CH4FNO",
  "method": "the ωB97M-V functional and the def2-TZVPD basis",
  "symbols": ["C", "N", "O", "F", "H", "H", "H", "H"],
  "xyz": [[0.5322, 0.6762, 0.2987], [-0.7232, 0.4835, -0.3168], [-0.5167, -1.2183, -1.3247], [-0.5369, -2.1689, -0.3619], [1.0539, 1.4812, -0.2209], [0.4346, 0.8885, 1.3694], [1.1663, -0.2169, 0.2369], [-1.4100, 0.0747, 0.3191]],
  "e_homo_ev": [-10.62, -10.60],
  "total_charge": 0,
  "multiplicity": 1
}

=====

Results for energy relative to the best compared isomer or geometry (same formula, charge and spin): 4.861 0.615 0.000 2.987 0.700 2.356 0.208 1.114 0.322 1.061 4.020 6.605 (in eV, following the order of the records).
Results for total energy: -17157.6333 -17161.8796 -28502.9895 -28500.0024 -25948.6024 -24959.5353 -8583.7917 -16458.9731 -14417.6393 -30497.5231 -8834.2670 -7350.0668 (in eV, following the order of the records).